Entry 1:
Below is C3H6N2O in the gas phase in a non-equilibrium geometry, with properties calculated with ωB97M-V with the def2-TZVPD basis set.

* spin multiplicity: 1
* lowest unoccupied orbital energy (alpha / beta): 0.032 / 0.027 hartree
* HOMO-LUMO gap (alpha / beta): 8.47 / 8.04 eV
* ΔE to the lowest compared entry with this formula, charge and spin: 469.7 kJ/mol
* HOMO energy (alpha / beta): -7.6 / -7.3 eV
* charge: 0

Geometry as XYZ:
```
12
Properties=species:S:1:pos:R:3:mulliken_charge:R:1
C -0.428 -1.136 1.311 -0.083
C 0.599 0.296 -0.321 -0.106
C 0.488 0.689 -1.722 -0.984
N -1.268 0.023 1.646 0.096
N -1.225 1.126 1.239 -0.342
O 0.035 -0.959 0.010 -0.304
H 0.324 -1.122 2.190 0.197
H -1.043 -2.033 1.426 0.261
H 1.210 0.676 0.483 0.433
H 1.470 0.672 -2.045 0.266
H 0.041 1.724 -1.962 0.266
H -0.203 0.045 -2.256 0.300
```

=====

Entry 2:
Below is a 2-piece molecular cluster, C3HNO3 overall in a non-equilibrium geometry, with properties calculated with ωB97M-V with the def2-TZVPD basis set.

* spin multiplicity: 1
* lowest unoccupied orbital energy: 0.010 hartree
* HOMO-LUMO gap: 10.61 eV
* ΔE to the lowest compared entry with this formula, charge and spin: 147.6 kJ/mol
* HOMO energy: -10.3 eV
* charge: 0

Geometry as XYZ:
```
8
Properties=species:S:1:pos:R:3:mulliken_charge:R:1
C -0.576 1.009 -0.116 0.321
C -1.647 0.015 0.097 0.534
C 2.214 -0.753 0.367 0.135
N -0.637 -0.211 -0.791 -0.213
O 0.148 1.953 -0.037 -0.446
O -2.507 -0.516 0.732 -0.473
O 3.256 -0.368 0.667 -0.149
H -0.251 -1.130 -0.919 0.292
```

=====

Entry 3:
Below is C25H39NO4PSV as an isolated structure in a non-equilibrium geometry, with properties calculated with ωB97M-V with the def2-TZVPD basis set.

* spin multiplicity: 2
* lowest unoccupied orbital energy (alpha / beta): -0.218 / -0.161 hartree
* HOMO-LUMO gap (alpha / beta): 5.71 / 7.39 eV
* HOMO energy (alpha / beta): -11.7 / -11.8 eV
* charge: +1

Geometry as XYZ:
```
72
Properties=species:S:1:pos:R:3:mulliken_charge:R:1
V 2.296 0.925 -0.128 -0.169
O 1.759 0.946 4.351 -0.479
S 2.832 0.903 3.318 0.486
N 2.296 0.925 1.910 -0.230
O 6.271 1.571 0.434 -0.609
C 5.068 1.735 0.577 0.335
O 4.242 0.925 -0.128 -0.568
C 4.590 2.803 1.507 0.683
C 3.222 3.058 1.728 -0.490
C 2.816 4.068 2.607 -0.747
C 3.765 4.839 3.278 -0.392
C 5.124 4.603 3.072 -0.546
C 5.535 3.595 2.195 -0.662
H 2.455 2.494 1.238 1.197
H 1.762 4.252 2.768 0.420
H 3.448 5.620 3.957 0.410
H 5.861 5.201 3.592 0.415
H 6.597 3.437 2.057 0.501
O 0.347 0.925 -0.128 -0.562
P -0.476 -0.111 -0.865 1.691
C 0.697 -1.265 -1.644 -0.468
C 1.715 -1.908 -0.692 -0.897
C 1.357 -3.319 -0.247 -0.507
C 1.070 -4.224 -1.436 -1.016
C -0.031 -3.662 -2.324 -0.470
C 0.231 -2.221 -2.745 -1.045
C -1.621 -0.855 0.307 1.010
C -2.313 -2.162 -0.051 -0.552
C -3.488 -2.460 0.886 -1.247
C -3.254 -1.983 2.320 -0.731
C -1.772 -1.915 2.658 -0.975
C -1.019 -0.960 1.728 -0.784
C -1.360 0.729 -2.230 0.368
C -2.647 0.106 -2.782 -1.155
C -3.924 0.482 -2.031 -0.198
C -4.044 1.980 -1.785 -1.049
C -2.783 2.548 -1.147 -0.288
C -1.560 2.238 -1.999 -1.152
H 1.293 -0.519 -2.194 0.428
H 1.875 -1.275 0.187 0.365
H 2.683 -1.958 -1.209 0.463
H 0.496 -3.298 0.426 -0.045
H 2.188 -3.737 0.332 0.506
H 0.784 -5.221 -1.082 0.438
H 1.985 -4.349 -2.028 0.382
H -0.994 -3.739 -1.818 0.163
H -0.121 -4.286 -3.221 0.440
H -0.642 -1.830 -3.268 0.135
H 1.029 -2.259 -3.501 0.585
H -2.408 -0.099 0.397 0.348
H -1.599 -2.983 0.041 0.387
H -2.664 -2.173 -1.083 0.113
H -3.673 -3.541 0.881 0.468
H -4.402 -1.992 0.502 0.277
H -3.775 -2.646 3.020 0.486
H -3.697 -0.986 2.447 0.310
H -1.337 -2.920 2.576 0.333
H -1.633 -1.600 3.698 0.498
H 0.030 -1.268 1.682 -0.148
H -1.012 0.043 2.172 0.407
H -0.624 0.667 -3.044 0.561
H -2.567 -0.981 -2.840 0.194
H -2.767 0.450 -3.819 0.599
H -3.974 -0.042 -1.075 -0.205
H -4.793 0.140 -2.606 0.499
H -4.908 2.181 -1.142 0.433
H -4.233 2.490 -2.737 0.332
H -2.653 2.142 -0.138 0.179
H -2.888 3.634 -1.041 0.416
H -0.671 2.685 -1.543 0.195
H -1.681 2.730 -2.974 0.589
H 2.296 2.677 -0.128 0.340
```

=====

| no. | DFT total energy (Ha) |
| --- | --- |
| 1 | -302.514192 |
| 2 | -395.321215 |
| 3 | -3014.959797 |